# 1
# C31H37N2ORe

A structure of composition C31H37N2ORe in a non-equilibrium geometry (ωB97M-V with the def2-TZVPD basis set, the Open Molecules 2025 dataset).

Properties
Total charge: +1
HOMO level (spin up / spin down), eV: -10.01 / -10.02
Kohn-Sham gap (spin up / spin down), eV: 7.027 / 5.193
Molecular weight, u: 639.86
Multiplicity: 4

Each line ends with the Mulliken spin population.
Element x y z (Å)
C (1.95854, 0.12065, 0.84810)  -0.024
C (2.10159, -0.58558, -0.40022)  0.042
C (1.82532, 0.33094, -1.45665)  0.018
H (2.51599, -1.58718, -0.50192)  0.001
C (1.51568, 1.59674, -0.86342)  0.090
C (1.67842, 1.48303, 0.54281)  -0.010
H (1.30928, 2.51319, -1.38488)  0.045
C (-1.56930, -1.76947, 1.32644)  0.153
C (-0.17992, -1.90491, 0.95590)  0.156
C (-0.14932, -2.00061, -0.49013)  -0.122
H (0.62244, -2.24260, 1.62783)  -0.007
C (-1.47010, -1.57300, -0.95320)  0.344
C (-2.34700, -1.55084, 0.18905)  0.171
H (1.87227, 0.10016, -2.52371)  0.005
H (1.64263, 2.28234, 1.26548)  -0.010
H (2.15577, -0.28203, 1.82821)  -0.014
H (-3.42557, -1.41544, 0.16290)  0.007
H (0.59518, -2.57170, -1.06153)  0.015
H (-1.91840, -1.92827, 2.33262)  -0.002
Re (0.10902, 0.13700, -0.15268)  1.845
C (-1.80451, -1.46945, -2.43111)  -0.092
C (-3.25894, -1.14999, -2.71094)  0.013
C (-1.31453, -2.68008, -3.21475)  0.022
H (-3.97426, -1.92090, -2.42560)  -0.001
H (-3.41936, -0.83389, -3.75081)  0.001
H (-3.55367, -0.30401, -2.10013)  -0.003
H (-1.68078, -3.64110, -2.86864)  -0.002
H (-0.23378, -2.78255, -3.18794)  0.000
H (-1.51354, -2.61454, -4.28847)  0.002
C (-0.94177, -0.30655, -3.03644)  0.216
C (-1.64996, 0.99242, -3.05411)  -0.015
H (-0.50556, -0.62487, -3.97637)  0.000
H (-0.00546, -0.19536, -2.42297)  -0.010
O (-2.18143, 1.29508, -1.97025)  0.023
N (-1.66721, 1.71830, -4.25782)  0.005
C (-0.50893, 2.60647, -4.28113)  0.010
H (-2.55731, 2.20572, -4.46741)  -0.001
C (0.76858, 1.88319, -4.61717)  -0.004
C (1.95106, 2.55443, -4.30972)  -0.003
H (1.85550, 3.49667, -3.76804)  0.001
C (3.19509, 2.03687, -4.65384)  0.001
H (4.08751, 2.57825, -4.34192)  0.000
C (3.27758, 0.83393, -5.36358)  0.001
H (4.24652, 0.48963, -5.71929)  0.000
C (2.10862, 0.13430, -5.66146)  0.000
H (2.16969, -0.83596, -6.16104)  0.000
C (0.86278, 0.68350, -5.32414)  0.000
H (-0.02524, 0.10317, -5.54924)  -0.002
H (-0.39462, 3.00012, -3.22613)  0.005
H (-0.70849, 3.40116, -5.01896)  -0.001
C (0.93541, 1.58803, 5.58040)  0.000
N (0.10524, 0.75147, 4.77316)  0.001
C (-0.66481, -0.30580, 5.34427)  0.001
C (0.16607, 0.86304, 3.34722)  0.057
C (-0.96714, 1.58755, 2.66116)  -0.018
C (-1.81926, 2.42782, 3.39340)  -0.003
C (-2.85644, 3.10992, 2.75099)  0.003
C (-3.00254, 2.99674, 1.37360)  0.005
C (-2.08490, 2.23330, 0.66005)  -0.122
C (-1.12479, 1.45516, 1.26940)  0.193
H (1.38398, 1.03039, 6.41417)  0.000
H (0.36063, 2.43223, 5.99630)  0.000
H (1.73105, 2.01002, 4.95124)  0.000
H (-1.73339, -0.03488, 5.38280)  0.000
H (-0.58240, -1.21575, 4.72834)  0.000
H (-0.32015, -0.52589, 6.36115)  0.000
H (1.10863, 1.37897, 3.11472)  0.004
H (0.22230, -0.16406, 2.94867)  -0.029
H (-1.65484, 2.55358, 4.46684)  0.002
H (-3.52932, 3.74737, 3.30113)  0.001
H (-3.78503, 3.51060, 0.82318)  0.002
H (-2.15512, 2.25066, -0.43097)  0.035

***

# 2
# C4H12O3

A cluster of 2 separate species, C4H12O3 in total in a non-equilibrium geometry (ωB97M-V with the def2-TZVPD basis set, the Open Molecules 2025 dataset).

Properties
Relative energy (zero: lowest compared OMol25 entry of this formula, charge and spin), eV: 1.4383
Total charge: 0
HOMO level, eV: -9.73
Kohn-Sham gap, eV: 10.263
Molecular weight, u: 108.14

Each line ends with the natural charge from an NBO analysis.
Element x y z (Å)
C (-0.07272, -2.20199, 0.78145)  -0.639
C (0.55791, -0.83516, 0.72055)  0.108
O (-0.33735, 0.09654, 1.37733)  -0.782
C (0.57009, -0.19231, -0.71676)  -0.475
C (1.18356, 1.16321, -0.88669)  -0.075
O (0.37397, 1.93680, -1.79044)  -0.742
H (-0.40417, -2.44568, 1.77530)  0.211
H (0.72312, -2.93585, 0.41609)  0.220
H (-0.83297, -2.33721, 0.01374)  0.222
H (1.48619, -0.82419, 1.30617)  0.176
H (-1.11322, -0.34773, 1.98375)  0.489
H (1.07000, -0.83660, -1.43882)  0.219
H (-0.54433, -0.02242, -0.80961)  0.252
H (1.40839, 1.74449, 0.02506)  0.168
H (2.21262, 1.23242, -1.43515)  0.181
H (-0.50352, 1.96635, -1.52534)  0.484
O (-1.94753, 1.44108, -0.30929)  -1.001
H (-1.31526, 1.22596, 0.47974)  0.507
H (-2.51479, 2.17227, 0.03292)  0.477

***

# 3
# H17NO7

A cluster of 8 separate species, H17NO7 in total in a non-equilibrium geometry (ωB97M-V with the def2-TZVPD basis set, the Open Molecules 2025 dataset).

Properties
Relative energy (zero: lowest compared OMol25 entry of this formula, charge and spin), eV: 2.2779
Total charge: 0
HOMO level, eV: -10.04
Kohn-Sham gap, eV: 10.253
Molecular weight, u: 143.14

Each line ends with the natural charge from an NBO analysis.
Element x y z (Å)
N (0.24093, 1.00845, -0.23172)  -1.114
H (-0.31830, 0.27251, -0.70773)  0.387
H (0.50288, 0.76729, 0.67284)  0.372
H (-0.36403, 1.80247, -0.29148)  0.354
O (3.52013, 0.98008, 0.58849)  -0.952
H (3.65617, 1.39776, -0.21697)  0.470
H (2.54309, 1.05727, 0.66756)  0.480
O (-3.82812, -0.21824, -4.63815)  -0.925
H (-3.63706, 0.33975, -5.29665)  0.463
H (-3.91636, 0.31696, -3.85870)  0.461
O (0.50615, 0.31151, 2.74152)  -0.934
H (0.54006, 0.40467, 3.65961)  0.467
H (0.04412, -0.50714, 2.86416)  0.471
O (1.28568, -2.91279, 0.38038)  -0.962
H (2.09058, -3.23059, 0.78986)  0.494
H (1.56243, -2.19949, -0.23517)  0.465
O (-2.54434, 2.30432, 1.53354)  -0.906
H (-2.81394, 2.63063, 0.73472)  0.449
H (-2.04074, 1.65121, 1.20709)  0.456
O (-2.22913, -0.18932, -1.85410)  -0.939
H (-2.29215, -0.86408, -2.48064)  0.479
H (-3.15024, -0.02024, -1.66042)  0.463
O (3.42903, -2.06523, 1.71798)  -0.966
H (4.06531, -1.93270, 2.38554)  0.470
H (3.14784, -1.10505, 1.52843)  0.496